Entry 1:
Here is C9H15NO2 in the gas phase from the Open Molecules 2025 dataset. Energies are from ωB97M-V/def2-TZVPD.

Structure (ORCA input):
```
! RIJCOSX wB97M-V def2-TZVPD def2/J DEFGRID3
* xyz 0 1
O 2.0973 -1.3139 1.3295
O -1.4840 0.1769 0.5992
N 4.0506 0.2840 -0.9513
C 3.0036 -0.0290 -0.3790
C 0.9504 0.7138 1.0102
C -0.8754 2.3640 0.3621
C -2.9685 -1.6096 0.3387
C -0.4253 0.9559 0.0886
C -0.1793 0.9117 -1.4462
C -0.5818 -2.0185 -0.0432
C 2.0483 -0.2447 0.4875
C -1.5546 -1.2234 0.2995
H -0.8548 -3.0204 -0.3658
H -1.1424 0.7610 -1.9443
H 0.4060 -1.7156 -0.1086
H -0.1090 3.0933 -0.0650
H 2.8530 -1.8985 1.2196
H -3.3112 -1.6856 -0.6610
H -1.7009 2.6241 -0.2373
H 1.3905 1.7767 1.0645
H 0.8642 0.2818 2.0435
H -1.0426 2.5702 1.3927
H 0.5068 1.7484 -1.7736
H 0.3754 -0.0235 -1.6935
H -3.5127 -0.8230 0.8464
H 4.0776 0.0453 -1.9715
H -2.8812 -2.7017 0.5582
*
```

Calculated values
E_HOMO (eV): -8.1
SMILES: C=C(C)OC(C)(C)CC(O)=C=N
Energy above the lowest of the compared OMol25 structures with the same formula, charge and spin (eV): 4.287
Energy (Eh): -557.02186
HOMO-LUMO gap (Ha): 0.321

Entry 2:
Here is a molecular structure, C9H15NO2 from the Open Molecules 2025 dataset. Energies are from ωB97M-V/def2-TZVPD.

Structure (ORCA input):
```
! RIJCOSX wB97M-V def2-TZVPD def2/J DEFGRID3
* xyz 0 1
O 1.7569 0.2900 -0.8929
O 3.9260 -0.1366 -1.2479
N -1.1069 -1.2655 -0.1951
C -0.7403 2.0466 1.1017
C -2.0058 -0.1091 -0.9667
C -1.1279 1.0002 -1.2761
C -1.9395 -2.3372 -0.2471
C -0.1714 1.5274 -0.3329
C 2.8925 -0.3512 -0.4923
C -0.0276 -0.9187 0.3465
C 2.7045 -1.0269 0.8268
C 0.7929 0.3957 0.0962
H 1.3077 0.9695 1.0474
H -2.6153 -0.4822 -1.8263
H -1.7385 1.8329 -1.8661
H 3.4275 -1.9925 1.1065
H -0.4977 0.9483 2.0916
H -2.9434 -1.9167 -0.7940
H 0.4010 2.3826 -0.6759
H -2.8198 -0.2454 -0.0600
H 2.9003 -0.2427 1.4772
H 0.4228 -1.7557 0.9170
H -1.9620 2.6592 1.2130
H -2.0981 -3.2377 0.5709
H -0.5652 0.7034 -2.2234
H 0.3691 2.6643 1.5303
H 1.4582 -1.4020 0.7716
*
```

Calculated values
E_HOMO (eV): -7.4
Energy above the lowest of the compared OMol25 structures with the same formula, charge and spin (eV): 11.758
Energy (Eh): -556.74732
HOMO-LUMO gap (Ha): 0.284

Entry 3:
Here is a gas-phase ion, C9H15NPS (charge +1) from the Open Molecules 2025 dataset. Energies are from ωB97M-V/def2-TZVPD.

Structure (ORCA input):
```
! RIJCOSX wB97M-V def2-TZVPD def2/J DEFGRID3
* xyz 1 1
S -1.8296 0.4139 -1.5941
P -0.9734 -0.0267 0.2546
N -2.2408 2.2447 0.8207
C 2.6464 1.7081 -0.1705
C -1.4732 -2.0600 0.5342
C 3.4871 0.7623 -0.6007
C -1.1965 -2.7340 -0.7779
C 0.8394 0.0959 -0.0012
C 1.2847 1.4555 0.0346
C 3.0001 -0.5698 -0.7700
C -1.6644 1.1396 1.5116
C 1.7403 -0.9138 -0.4197
H -2.3562 0.5192 2.1624
H -1.6889 -3.7996 -0.6106
H -0.6427 -2.3434 1.2351
H 3.6312 -1.3230 -1.2432
H -1.6030 -2.2382 -1.6013
H -0.0533 -2.8706 -0.9935
H -0.7846 1.4585 2.0894
H 1.3718 -1.9420 -0.5027
H -2.4852 -2.2852 0.9911
H -1.9017 3.1408 0.9304
H 0.6544 2.3383 0.0987
H -1.9431 1.7126 -1.0499
H 4.5855 0.9603 -0.8199
H -3.2538 2.3171 0.5913
H 2.8495 2.8393 -0.0988
*
```

Calculated values
E_HOMO (eV): -12.9
Energy above the lowest of the compared OMol25 structures with the same formula, charge and spin (eV): 0.000
Energy (Eh): -1145.94579
HOMO-LUMO gap (Ha): 0.350

Entry 4:
Here is C9H15O7PS in the gas phase from the Open Molecules 2025 dataset. Energies are from ωB97M-V/def2-TZVPD.

Structure (ORCA input):
```
! RIJCOSX wB97M-V def2-TZVPD def2/J DEFGRID3
* xyz 0 1
S 1.6810 -0.9832 -1.5233
P 1.0539 -0.7143 0.2552
O 1.7419 3.5252 -2.7694
O -2.0226 0.6634 2.3744
O -0.3669 -1.4941 0.5719
O 2.7360 2.2122 -1.1679
O -1.8825 2.9214 2.0603
O 2.1252 -1.4123 1.2452
O 0.8432 0.8734 0.5034
C 2.9974 -0.5801 1.8613
C 1.6579 2.7373 -1.7981
C -0.1109 -2.8470 1.0457
C -0.0417 1.6362 -0.2257
C -1.5252 1.6529 0.1347
C -1.7512 1.7761 1.6129
C 3.5473 1.4639 -2.1155
C -2.4886 0.9622 3.7414
C 0.3444 2.5272 -1.2512
H -1.0785 -3.3201 1.2295
H -3.4892 1.4091 3.6685
H -2.0690 2.3493 -0.3757
H 4.4186 2.0874 -2.2275
H -1.8036 1.6592 4.2587
H -2.1541 0.7396 -0.2176
H -0.3377 3.2641 -1.4761
H 3.7590 -0.0144 1.3057
H 3.9940 0.5731 -1.6251
H 3.1069 1.2343 -3.0882
H 2.5566 0.1827 2.4354
H 0.4615 -2.9428 1.9793
H 0.3761 -3.4592 0.3257
H 3.6644 -1.1981 2.4728
H -2.4807 -0.0220 4.2422
*
```

Calculated values
E_HOMO (eV): -9.1
SMILES: COC(=O)/C=C(/CC(=O)OC)OP(=S)(OC)OC
Energy (Eh): -1618.13589
HOMO-LUMO gap (Ha): 0.332

| no. | strongest force on any atom (eV/A) |
| --- | --- |
| 1 | 3.11 |
| 2 | 6.88 |
| 3 | 4.41 |
| 4 | 5.87 |